# C35H41N2P2PtSSi2Te

C35H41N2P2PtSSi2Te as an isolated structure (the ωB97M-V functional and the def2-TZVPD basis, the Open Molecules 2025 dataset).

Each line ends with the Mulliken charge.
Atoms and positions in Å:
Pt -0.902 1.297 -0.585  1.696
C 4.359 -0.835 2.048  -0.922
H -2.164 -3.066 2.723  0.355
C 1.482 3.407 -1.907  -0.626
H 0.427 3.221 -1.700  0.260
H 4.526 -1.887 2.240  0.454
H 4.540 2.257 -1.018  0.247
H 1.113 4.978 -3.311  0.451
C 4.162 3.832 -2.419  -0.747
Te -2.416 1.550 -2.601  -0.181
C 2.953 0.650 5.276  -0.741
C -3.008 4.822 3.506  -0.604
H 2.725 -1.171 0.677  0.696
H 2.210 0.082 -4.868  0.442
H 3.153 2.772 5.439  0.426
H -3.499 -0.134 -0.010  0.343
C 1.682 2.224 3.984  -0.546
H -2.456 -1.128 5.312  0.471
H -7.644 0.593 -1.013  0.385
P -0.233 1.440 2.073  0.735
C 4.892 1.471 2.455  -0.857
C -2.202 4.206 4.448  -0.745
H -3.807 1.160 3.860  0.326
C 1.007 1.174 3.373  0.384
H -0.871 -1.568 4.709  0.349
H -2.392 -2.385 1.126  0.358
H -4.136 0.992 2.150  0.197
C -4.216 1.021 -1.659  -0.129
H 4.334 -1.292 -3.086  0.463
C 0.496 2.217 0.697  -1.588
H 5.921 -0.181 3.359  0.412
C -6.573 0.597 -1.030  -0.401
C -4.352 0.248 -0.549  -0.095
Si -2.262 -0.558 2.860  0.603
C -2.974 4.399 2.188  -0.786
C -1.353 3.177 4.077  -0.058
H 0.870 -0.930 3.122  0.768
C 3.357 -0.451 1.179  -0.697
C 2.640 1.959 4.944  -0.920
H 5.482 2.218 2.971  0.423
C 3.850 -1.027 -2.149  -1.078
H 2.732 1.428 -3.865  0.280
H -1.229 0.104 5.066  0.228
H 3.670 2.906 1.417  0.606
H 5.211 4.006 -2.622  0.387
H -0.728 2.705 4.827  0.306
C 1.367 -0.134 3.660  -0.906
H -5.987 -0.571 0.676  0.341
C 1.859 4.381 -2.811  -0.826
S -5.769 1.457 -2.290  -0.192
C 5.135 0.124 2.679  -0.611
C -1.285 2.775 2.750  0.839
C -2.679 -2.290 2.167  -1.422
H -4.724 -0.214 3.278  0.375
H 4.413 -0.214 -1.698  0.237
C 2.333 -0.396 4.612  -0.875
C 2.437 2.646 -1.243  0.590
C -2.115 3.384 1.814  -0.823
H 3.923 -1.885 -1.488  0.314
C 1.997 0.633 -3.955  -1.000
Si 2.017 -0.535 -2.436  0.009
C -1.647 -0.812 4.658  -1.236
H -3.664 5.630 3.802  0.368
C 3.783 2.854 -1.514  -0.121
C 3.206 4.598 -3.064  -0.551
H 1.177 -2.906 -2.224  0.322
H -3.597 4.882 1.451  0.465
H 3.509 5.368 -3.761  0.368
H 2.609 -1.419 4.837  0.461
C 1.100 -2.120 -2.967  -1.124
H 1.528 -2.496 -3.892  0.334
H 1.448 3.241 3.702  0.630
H -2.220 4.553 5.475  0.409
H -2.055 3.047 0.772  0.198
C -3.888 0.440 3.052  -1.011
N 1.276 0.084 -1.014  0.012
H -3.742 -2.492 2.239  0.389
C -5.694 0.014 -0.180  -0.738
N -1.102 0.123 1.789  0.163
H 0.048 -1.926 -3.141  0.281
C 3.137 0.897 0.929  0.149
H 1.019 1.096 -4.066  0.228
P 1.753 1.355 -0.151  1.821
H 3.680 0.443 6.052  0.405
C 3.889 1.861 1.591  -0.605

## Properties
Charge: -1
LUMO level (spin up / spin down): 1.79 / 1.68 eV
Gap between HOMO and LUMO (spin up / spin down): 5.9 / 5.9 eV
Energy above the lowest of the compared OMol25 structures with the same formula, charge and spin: 23.6 kcal per mole
Molecular weight: 962.59 Da
DFT total energy: -95652.4878 eV

# C35H42As2IrN3O10

C35H42As2IrN3O10 as an isolated structure (the ωB97M-V functional and the def2-TZVPD basis, the Open Molecules 2025 dataset).

Each line ends with the Mulliken charge.
Atoms and positions in Å:
H -2.573 -1.243 -3.439  0.427
H -1.869 -4.776 0.972  0.034
H 2.838 3.025 1.654  0.461
O 1.274 -3.967 0.203  -0.294
H 1.725 -0.354 2.514  0.690
C 0.517 0.582 4.042  -1.378
H 6.393 0.233 -0.212  0.432
O -3.974 5.286 0.538  -0.493
H 1.240 -5.675 -2.238  0.434
H 0.003 -5.809 -0.969  0.321
C 0.410 -0.719 -3.156  0.602
As -1.781 -0.849 -1.070  0.923
H 5.191 2.235 0.569  0.508
N 3.178 3.902 -0.161  0.338
C 0.927 0.336 2.748  -0.612
O 0.855 -1.644 -3.982  -0.202
O -2.259 2.397 5.592  -0.499
C 3.891 5.009 0.435  -1.031
H -2.720 -6.243 1.514  0.399
C -1.089 2.442 0.671  0.563
H -1.928 2.792 3.339  0.750
H 2.874 2.951 -1.995  0.257
O 0.294 0.451 -3.410  -0.567
C 1.726 -4.235 1.557  -0.830
C -2.775 -5.041 -1.448  0.074
C -1.673 3.567 -1.750  -1.204
H -1.069 0.813 6.230  0.375
H 1.847 4.379 -1.740  0.153
H -4.209 4.681 -1.436  0.356
H -1.871 3.987 -2.726  0.553
H -2.369 0.510 -3.107  0.408
C -2.815 -5.325 0.940  -0.354
C -2.067 3.415 0.600  -0.714
C 1.271 -1.213 -5.303  -0.777
H 4.850 5.178 -0.068  0.327
C 0.128 -1.253 -1.747  -0.520
H -2.942 -2.592 2.957  0.397
H 2.074 -5.261 1.542  0.330
C 0.418 -2.559 -1.470  0.345
H 1.911 -2.007 -5.673  0.283
C -2.682 -2.022 2.065  -0.222
C -1.120 2.097 3.181  -0.518
C 4.596 -0.822 -0.715  -1.287
H -0.348 -6.364 -2.630  0.410
C -2.379 3.990 -0.626  -0.166
O -2.980 -5.432 -2.567  -0.530
C 2.648 2.814 0.598  -0.744
H -0.260 2.388 6.158  0.331
C -2.723 -0.441 -2.714  -1.357
C 4.634 1.382 0.208  -0.668
H 1.806 -0.269 -5.233  0.318
H 3.575 4.587 -2.076  0.411
C -0.712 2.590 -1.624  -0.840
C -2.027 -3.740 -1.358  0.306
H -2.591 3.745 1.483  0.786
H -4.667 5.950 0.480  0.337
As -0.498 -3.881 -2.624  0.259
O 0.752 -1.874 0.795  -0.431
C 5.313 0.259 -0.231  -0.907
C -3.794 -2.585 -0.037  -0.415
O -3.139 -5.728 -0.387  -0.361
H -2.485 -0.984 2.340  0.176
H 0.389 -1.104 -5.932  0.311
N 0.343 0.937 1.708  0.506
H -1.792 -2.456 1.605  0.050
H 1.014 0.079 4.860  0.521
H 2.688 -1.626 -1.137  0.383
H -3.783 -0.381 -2.456  0.520
O -4.793 -2.982 -0.555  -0.454
C 3.216 -0.771 -0.731  -0.127
H -2.566 2.620 6.477  0.326
H 1.563 2.786 0.446  -0.312
H 3.332 5.953 0.366  0.355
C 3.246 1.459 0.196  0.983
C -2.472 -2.630 -0.767  0.203
C -0.538 1.466 4.274  0.006
H -2.992 5.942 -1.173  0.363
H 4.079 4.799 1.487  0.307
H -0.159 2.211 -2.467  0.887
C -1.013 1.754 5.669  -0.662
C 2.520 0.353 -0.259  1.184
C 0.173 -5.623 -2.026  -1.156
Ir 0.506 0.223 -0.238  0.691
N -0.429 2.028 -0.439  0.374
H 0.892 -4.113 2.246  0.341
C -3.441 5.041 -0.737  -0.546
H -3.629 -4.727 1.354  0.257
C 2.855 3.956 -1.555  -0.913
C 0.839 -2.773 -0.049  0.463
H 5.107 -1.699 -1.089  0.495
O -3.816 -2.051 1.197  -0.357
H 2.533 -3.550 1.810  0.324
C -0.642 1.812 1.911  0.526

## Properties
Charge: +2
LUMO level (spin up / spin down): -8.28 / -8.28 eV
Gap between HOMO and LUMO (spin up / spin down): 3.6 / 3.6 eV
Energy above the lowest of the compared OMol25 structures with the same formula, charge and spin: 48.7 kcal per mole
Molecular weight: 1006.79 Da
DFT total energy: -186419.4907 eV

# C35H42AsCl2N2O4V

C35H42AsCl2N2O4V as an isolated structure (the ωB97M-V functional and the def2-TZVPD basis, the Open Molecules 2025 dataset).

Each line ends with the Mulliken charge.
Atoms and positions in Å:
As -1.170 -2.141 0.211  1.510
H 1.756 -2.175 0.260  0.247
H -1.972 -6.620 -1.729  0.366
Cl 2.416 -0.015 -0.659  -0.776
H 0.951 3.573 -0.127  0.364
C 2.405 0.689 -4.689  -0.128
H 1.866 4.199 1.912  0.305
C -2.452 -5.021 -3.127  -0.507
H 3.414 4.656 1.092  0.391
C -2.482 -3.640 -3.359  -0.784
V 0.049 0.823 -0.815  0.789
H -5.688 -0.231 0.463  0.408
H 0.064 -4.730 4.193  0.443
C 1.415 -2.782 1.106  -0.165
C 0.440 -4.202 3.332  -0.917
C 2.089 0.386 2.194  -0.603
H -2.740 4.117 2.478  0.386
H -2.921 1.142 -0.409  0.838
H -2.751 -5.687 -3.921  0.404
C 2.119 2.011 -4.190  0.171
C 1.814 -4.110 3.074  -0.414
H 2.675 -0.501 -6.495  0.359
H 1.850 3.999 -4.686  0.345
O 0.912 1.412 -2.282  -0.471
H 3.515 -1.734 3.836  0.210
H 4.223 -0.118 3.492  0.300
C -2.309 1.687 0.359  -1.042
H -4.128 4.277 0.899  0.330
H -5.469 0.446 2.854  0.440
C 2.280 2.849 -6.517  -0.615
H -3.946 3.270 -0.596  0.312
O 1.017 0.625 1.609  0.166
H 0.505 -1.396 3.939  0.052
C 2.291 -3.448 1.947  -1.035
C 2.061 3.401 -0.186  -0.177
H -3.728 -1.253 -0.708  0.407
H -4.957 2.679 0.775  0.298
H -1.198 -5.037 0.048  0.387
C -2.552 -1.242 1.093  0.218
O -1.104 1.353 0.609  0.383
C -3.704 -1.014 0.358  -0.924
C 4.150 2.733 -1.479  -1.378
H -2.803 -3.222 -4.304  0.412
C -2.544 3.040 2.427  -0.869
H 2.527 -4.566 3.761  0.431
C -2.037 -2.761 -2.380  -0.428
H 2.097 3.713 -7.148  0.328
C 3.397 -0.642 4.001  -0.796
N -2.887 2.641 1.057  0.682
C 2.692 3.174 -1.378  0.950
H -1.514 2.816 2.723  0.175
H -1.877 -1.692 -2.561  0.367
C -0.466 -3.625 2.454  -0.169
C -1.702 -3.321 -1.126  0.333
C -3.462 -0.292 3.068  -0.958
C 0.918 -0.396 4.193  -0.640
H 3.098 0.567 1.753  0.197
H -3.251 2.541 3.132  0.265
C -4.059 3.256 0.499  -0.953
H 0.998 3.434 -2.641  0.232
H -3.365 -0.017 4.107  0.459
H 4.308 1.654 -1.757  0.222
H 2.330 1.401 -8.087  0.340
Cl -1.190 2.914 -1.730  -0.546
H 0.175 0.376 3.973  0.087
H 2.353 -0.173 -4.013  0.350
H 4.714 2.829 -0.511  0.360
H -1.427 -1.061 2.934  0.138
C 0.058 -2.885 1.392  0.145
H 1.152 -0.389 5.263  0.449
C 2.669 3.833 1.208  -1.428
C -4.644 -0.046 2.353  -0.655
H 3.208 3.026 1.754  0.155
C 1.682 2.445 -2.722  -0.248
N 2.148 -0.137 3.442  0.255
H 3.351 -3.433 1.696  0.451
C -4.769 -0.413 1.021  -0.523
H 3.424 -0.443 5.084  0.304
C -2.026 -5.535 -1.901  -0.626
C 2.366 1.532 -6.993  -0.286
H -1.550 -3.716 2.577  0.440
C -2.385 -0.889 2.436  0.662
H 4.570 3.356 -2.314  0.369
C -1.624 -4.694 -0.879  -0.486
C 2.584 0.488 -6.080  -0.668
C 2.134 3.067 -5.133  -0.404
O -0.369 -0.989 -0.811  0.236

## Properties
Spin multiplicity: 3
Charge: 0
LUMO level (spin up / spin down): -0.35 / -0.34 eV
⟨S²⟩: 2.013
Gap between HOMO and LUMO (spin up / spin down): 6.1 / 6.2 eV
Energy above the lowest of the compared OMol25 structures with the same formula, charge and spin: 64.7 kcal per mole
Molecular weight: 751.50 Da
DFT total energy: -159715.2304 eV

# C35H42AuBF5N3O2

C35H42AuBF5N3O2 as an isolated structure (the ωB97M-V functional and the def2-TZVPD basis, the Open Molecules 2025 dataset).

Each line ends with the Mulliken charge.
Atoms and positions in Å:
C -0.984 -1.126 -4.611  -0.586
C -1.215 -2.037 0.393  -2.146
H -0.095 2.283 0.142  -1.386
N -1.605 -2.292 4.000  -0.337
H -0.215 1.138 -2.220  -0.895
H 0.247 1.504 -5.208  0.361
H 4.638 -0.391 1.517  0.309
H 2.998 0.281 4.696  0.311
H -1.672 -3.293 3.990  0.193
H 1.531 -4.633 -2.914  0.687
C 1.123 4.009 0.349  -1.753
H 0.154 -4.287 -4.409  0.397
H 3.471 -2.548 -1.905  0.330
H 2.931 -1.883 4.500  0.455
C -0.829 -2.463 -4.918  -1.568
H 0.611 4.560 -0.441  0.439
H 2.839 -3.165 3.298  0.377
C 0.679 -2.737 -3.037  0.526
C 0.000 -3.249 -4.140  -1.261
H -1.970 -1.783 4.788  0.279
C 0.930 2.147 2.004  0.235
O -1.178 -0.357 2.922  -0.521
H 4.773 -2.063 2.070  0.434
C 1.884 2.038 4.223  -1.682
H 3.315 -2.962 -3.620  0.368
C -3.805 2.040 0.043  -0.072
C -1.177 -1.584 2.923  -0.186
C 2.218 0.195 2.702  0.994
C 0.435 -1.395 -2.691  0.151
F -4.059 0.116 1.398  -0.251
H 3.771 -4.193 -2.439  0.448
C 2.290 -0.247 -1.543  -1.239
C 2.828 -1.174 2.446  1.826
H 0.444 -2.298 1.780  -0.954
H -2.218 1.355 -4.512  0.504
H 0.436 -4.355 -0.713  0.258
H 0.736 3.677 3.486  0.368
C 3.145 -3.314 -2.602  -1.665
C 1.440 -3.974 -0.898  -1.143
H -1.983 2.489 -3.189  0.447
Au -1.629 -0.066 0.019  0.462
H 1.594 -3.067 -0.314  -0.045
C 0.194 2.953 0.953  2.750
C -0.498 0.923 -3.253  2.328
C 1.142 2.701 3.261  -0.518
C 0.488 1.672 -4.157  -1.702
C -0.366 -0.571 -3.496  0.182
C 4.351 -1.085 2.306  -1.631
F -3.732 4.018 -1.244  -0.360
C -4.543 1.318 0.991  0.034
C 1.676 -3.690 -2.379  0.709
H 2.017 3.548 -0.074  0.348
H -1.595 -0.501 -5.246  0.396
F -6.390 1.013 2.419  -0.308
H 1.440 4.723 1.112  0.364
C -1.920 1.437 -3.467  -1.912
H 1.398 -2.221 3.719  0.248
H 2.050 2.495 5.190  0.381
C -5.574 3.718 0.173  0.111
O -2.665 1.658 -0.470  -0.601
H -1.723 2.836 1.961  0.328
H 1.511 1.336 -3.984  0.326
F -6.068 4.894 -0.225  -0.307
H 0.441 2.744 -3.964  0.416
C -1.083 3.587 1.499  -1.887
H 2.155 -4.719 -0.546  0.583
C -4.378 3.263 -0.345  0.241
H -2.248 -2.396 0.345  0.980
N 1.374 0.330 0.421  0.711
H 3.384 0.935 -0.067  0.763
C 2.472 -2.170 3.554  -1.539
C -6.269 2.968 1.110  0.718
C 2.507 0.404 -0.390  -1.392
H 2.932 -0.355 -2.397  0.801
B 0.361 -0.373 -0.316  2.006
H -1.640 4.058 0.688  0.370
H -0.843 -3.482 1.929  1.074
N 1.014 -0.811 -1.516  0.809
H -0.681 -2.555 -0.395  0.076
H -0.862 4.352 2.244  0.453
H -1.333 -2.890 -5.775  0.372
H 2.428 -1.554 1.503  -1.278
H -2.637 0.900 -2.851  0.351
C -0.642 -2.420 1.760  1.073
C 2.418 0.794 3.940  -0.543
C 1.474 0.889 1.737  0.360
C -5.742 1.757 1.519  -0.196
H 4.800 -0.738 3.238  0.358
F -7.424 3.414 1.617  -0.314

## Properties
Charge: 0
LUMO level: 0.43 eV
Gap between HOMO and LUMO: 8.4 eV
Energy above the lowest of the compared OMol25 structures with the same formula, charge and spin: 2.4 kcal per mole
Molecular weight: 839.51 Da
DFT total energy: -63499.8153 eV

# C35H42Cl2CrN4O3SSi

C35H42Cl2CrN4O3SSi as an isolated structure (the ωB97M-V functional and the def2-TZVPD basis, the Open Molecules 2025 dataset).

Each line ends with the Mulliken charge.
Atoms and positions in Å:
H 1.363 7.896 0.877  0.352
H 1.680 -0.510 0.057  -0.849
H -1.937 -1.869 -3.220  0.666
C -0.598 1.116 -3.855  -1.829
H -1.722 -2.822 -1.744  0.552
C 0.352 7.503 0.729  -1.477
H -1.884 -1.493 4.604  0.589
C -1.744 -1.805 -2.145  -1.800
H 3.563 -1.989 -2.413  0.458
H -1.550 2.695 -1.816  0.404
C -2.254 -4.539 3.150  -0.020
C 4.107 -2.010 1.895  -0.922
H 4.949 -1.537 2.382  0.454
H -1.517 -5.061 1.195  0.543
H 0.414 -3.913 -2.257  0.410
N -0.627 -0.741 2.405  1.036
C -2.175 0.096 -0.992  0.593
H 2.799 -1.179 -1.039  0.226
N -1.565 -0.023 0.195  0.418
C -1.504 0.259 2.539  0.193
H -0.871 1.626 3.027  0.495
C -3.342 0.823 -1.185  0.144
H -0.013 7.841 -0.246  0.278
Cr 0.144 -0.926 0.634  -2.355
C 0.282 3.193 0.851  0.059
C 1.377 -1.946 -2.533  2.202
H -1.684 -0.440 -1.797  -0.149
N 1.852 -1.814 1.087  1.445
C 0.996 1.768 -2.028  -1.397
S 0.227 1.387 0.893  2.283
H 2.911 -0.372 -2.612  0.317
C 1.327 -3.387 -1.957  -1.337
H 1.455 -1.070 -4.545  0.301
H -2.587 -1.286 -1.680  0.248
H 0.121 0.150 2.939  0.450
C 0.335 6.004 0.791  1.113
O 1.601 0.919 0.511  -0.787
H -3.790 0.880 -2.167  0.377
H -1.291 1.570 -0.478  -1.259
C 0.624 -3.640 0.231  0.846
H 2.415 3.317 0.524  0.355
C 4.152 -3.344 1.493  -0.927
C -2.167 0.547 1.251  0.644
H -2.414 1.158 -1.784  0.103
C 3.023 -3.916 0.912  -0.806
C -1.017 -3.024 1.673  -0.177
Cl -3.142 -3.789 5.636  -0.248
C -3.327 1.305 1.169  -0.838
H -1.804 5.875 1.073  0.409
H 2.983 -4.957 0.621  0.558
C -2.354 -3.535 4.111  -0.031
C 0.083 1.214 2.691  -0.937
Cl -2.925 -6.121 3.391  -0.250
H 1.828 1.467 -2.671  0.285
H -0.758 2.167 -4.125  0.373
H 0.911 1.728 3.185  0.413
C -1.452 1.633 -1.560  -1.252
C -0.288 0.976 -2.350  2.208
C -1.811 -2.277 3.855  -0.722
H -1.502 0.564 -4.138  0.298
H 0.225 0.750 -4.476  0.352
C -0.874 5.321 0.965  -1.213
C -1.594 -4.282 1.949  -0.679
C 1.317 -2.046 -4.071  -1.955
C -3.922 1.448 -0.082  -1.261
H -0.281 7.925 1.516  0.370
C -1.156 -1.983 2.639  0.168
O -1.759 0.939 3.536  -0.810
H 5.042 -3.940 1.656  0.407
C 1.901 -3.114 0.752  -0.057
H 2.110 -2.701 -4.451  0.468
C 1.488 3.872 0.656  -0.639
H 2.175 -3.983 -2.315  0.504
C 2.733 -1.333 -2.122  -1.457
H 0.360 -2.456 -4.415  0.314
H -3.754 1.730 2.068  0.522
Si -0.140 -0.915 -1.805  1.988
H 0.847 2.842 -2.193  0.435
H 2.818 -0.264 1.992  0.393
N -0.375 -2.789 0.485  0.387
H 2.464 5.775 0.467  0.306
C -0.902 3.924 0.996  -0.269
C 2.936 -1.296 1.679  -0.350
H 1.306 1.635 -0.985  0.586
C 1.514 5.268 0.625  -1.034
H -4.840 2.014 -0.187  0.423
H -1.854 3.417 1.126  0.154
H 1.368 -3.385 -0.861  -1.042
O 0.596 -4.709 -0.385  -0.740

## Properties
Spin multiplicity: 4
Charge: -1
LUMO level (spin up / spin down): 2.36 / 2.37 eV
⟨S²⟩: 4.088
Gap between HOMO and LUMO (spin up / spin down): 5.0 / 5.9 eV
Energy above the lowest of the compared OMol25 structures with the same formula, charge and spin: 365.2 kcal per mole
Molecular weight: 749.80 Da
DFT total energy: -121232.6897 eV